Entry from the Open Molecules 2025 dataset: a structure of composition C8H10O6PPr (wB97M-V/def2-TZVPD).

```
26
Properties=species:S:1:pos:R:3
O 0.861 0.031 -4.889
C 0.420 0.034 -3.845
Pr 0.575 0.137 -0.070
O 3.251 -0.008 -2.555
C 2.386 0.029 -1.781
C -1.717 0.018 0.103
O -2.834 -0.055 0.467
C -0.018 -2.260 -0.550
O -0.407 -3.354 -0.624
C -0.093 2.423 -0.643
O -0.487 3.518 -0.760
H -1.335 -0.003 -1.250
C 1.878 0.346 4.888
P 0.978 0.000 3.390
C -0.737 0.695 3.552
C 0.447 -1.699 3.392
O 1.665 0.476 2.125
H 2.145 -0.622 5.321
H 1.226 0.862 5.606
H 2.750 0.929 4.634
H -0.725 1.774 3.591
H -1.424 0.342 2.754
H -1.120 0.255 4.503
H -0.238 -1.981 2.602
H 1.288 -2.347 3.354
H -0.115 -1.899 4.307
```

## Properties
DFT total energy = -1619.9883 a.u.
2S+1 = 3
Total charge = +2

These are the Löwdin partial charges, in e, on atoms 1 to 4: 0.1235 0.0431 0.9773 0.2012

***

Entry from the Open Molecules 2025 dataset: a cluster of 2 separate species, C32H32NO2S in total (wB97M-V/def2-TZVPD).

```
68
Properties=species:S:1:pos:R:3
C -0.428 5.957 2.718
N -1.537 5.088 3.087
C -2.671 5.819 3.629
C -1.696 3.818 2.497
C -1.256 2.651 3.166
C -1.355 1.410 2.566
C -1.861 1.268 1.262
C -1.889 -0.131 0.692
C -2.359 -0.322 -0.632
S -2.777 -1.873 -1.219
C -4.543 -1.671 -1.660
C -2.108 -1.647 -2.899
O -1.493 -1.103 1.380
C -2.369 2.407 0.619
C -2.277 3.660 1.221
H 0.394 5.369 2.295
H -0.749 6.714 1.983
H -0.074 6.493 3.609
H -3.488 5.131 3.876
H -2.356 6.353 4.536
H -3.036 6.573 2.912
H -0.823 2.748 4.162
H -1.036 0.522 3.102
H -2.649 0.507 -1.268
H -4.846 -2.541 -2.251
H -5.127 -1.596 -0.737
H -4.638 -0.754 -2.251
H -2.334 -2.528 -3.504
H -2.597 -0.758 -3.308
H -1.032 -1.492 -2.796
H -2.858 2.317 -0.351
H -2.632 4.551 0.705
C 2.272 -6.687 -3.636
O 1.400 -6.355 -2.535
C 1.349 -5.050 -2.149
C 0.502 -4.762 -1.056
C 0.430 -3.478 -0.560
C 1.212 -2.440 -1.126
C 1.307 -1.146 -0.501
C 1.799 0.041 -1.177
C 2.299 0.949 -0.185
C 3.017 2.080 -0.545
C 3.165 2.361 -1.909
C 2.606 1.528 -2.886
C 1.917 0.362 -2.531
C 2.074 0.357 1.119
C 1.448 -0.931 0.929
C 1.251 -1.750 2.036
C 1.643 -1.295 3.295
C 2.285 -0.060 3.457
C 2.518 0.774 2.361
C 2.027 -2.744 -2.247
C 2.094 -4.019 -2.768
H 2.134 -7.760 -3.775
H 1.978 -6.149 -4.545
H 3.319 -6.472 -3.392
H -0.062 -5.577 -0.613
H -0.223 -3.256 0.278
H 3.460 2.706 0.226
H 3.719 3.246 -2.213
H 2.726 1.782 -3.936
H 1.477 -0.281 -3.294
H 0.797 -2.732 1.932
H 1.463 -1.927 4.161
H 2.606 0.252 4.448
H 3.048 1.722 2.450
H 2.688 -1.976 -2.645
H 2.756 -4.251 -3.607
```

## Properties
DFT total energy = -1841.6931 a.u.
Total charge = +1

These are the natural (NBO) partial charges, in e, on atoms 1 to 4: -0.3937 -0.4990 -0.3969 0.1913

***

Entry from the Open Molecules 2025 dataset: a structure of composition C11H12CrI2NO (wB97M-V/def2-TZVPD).

```
28
Properties=species:S:1:pos:R:3
Cr 0.171 -0.878 -0.801
C 1.959 -2.114 -0.454
C 1.460 -2.391 -1.766
C 0.165 -2.938 -1.637
C -0.151 -2.990 -0.257
C 0.970 -2.489 0.474
H 2.922 -1.679 -0.232
H 1.983 -2.193 -2.690
H -0.480 -3.242 -2.448
H -1.086 -3.318 0.172
H 1.022 -2.396 1.548
O -0.944 0.256 -1.969
C -1.251 1.624 -1.561
C -0.504 1.897 -0.288
C -0.575 3.141 0.311
C 0.141 3.357 1.477
C 0.907 2.329 2.014
C 0.926 1.115 1.371
N 0.230 0.895 0.234
H -1.365 0.030 -2.808
H -2.329 1.708 -1.421
H -0.930 2.296 -2.356
H -1.174 3.927 -0.129
H 0.105 4.323 1.963
H 1.479 2.467 2.920
H 1.502 0.283 1.750
I -1.901 -0.770 2.422
I -3.252 -2.249 4.161
```

## Properties
DFT total energy = -2195.6563 a.u.
2S+1 = 4
Total charge = +2

These are the Löwdin partial charges, in e, on atoms 1 to 4: 0.9072 -0.0861 -0.0757 -0.0887

***

Entry from the Open Molecules 2025 dataset: a structure of composition C10H21INS (wB97M-V/def2-TZVPD).

```
34
Properties=species:S:1:pos:R:3
C 1.467 -1.913 0.706
C 1.408 -0.595 1.503
C 0.893 -0.519 0.110
C 2.662 0.110 1.826
C 1.865 0.002 -0.938
C -2.524 1.548 -0.471
C -1.457 -0.827 0.959
C -1.050 1.113 -0.561
C -0.822 -1.324 -1.507
C -0.587 -0.333 -0.153
N -0.464 2.191 0.400
S -0.728 -0.424 -3.099
I -2.804 -2.300 -1.769
H 2.481 -2.079 0.401
H 0.746 -2.737 0.981
H 0.714 -0.664 2.335
H 3.319 0.445 0.914
H 3.125 -0.512 2.566
H 2.330 1.030 2.384
H 1.784 1.086 -1.071
H 1.684 -0.364 -1.947
H 2.881 -0.329 -0.815
H -3.004 1.430 0.498
H -3.079 1.042 -1.212
H -2.606 2.569 -0.707
H -0.934 -1.578 1.520
H -2.400 -1.200 0.548
H -1.789 -0.071 1.759
H -0.722 1.282 -1.499
H -0.003 -2.166 -1.562
H 0.597 2.174 0.547
H -0.762 1.910 1.281
H -0.711 3.105 -0.003
H -1.508 -1.103 -3.926
```

## Properties
DFT total energy = -1143.9096 a.u.
Total charge = +1

These are the natural (NBO) partial charges, in e, on atoms 1 to 4: -0.4173 -0.2426 -0.0634 -0.6250

***

Entry from the Open Molecules 2025 dataset: a cluster of 5 separate species, C39H46N3O19Si in total (wB97M-V/def2-TZVPD).

```
108
Properties=species:S:1:pos:R:3
C 1.053 -1.087 3.936
C 0.796 -1.251 2.508
C 1.422 -0.316 1.337
O 2.580 -0.682 0.876
O 0.746 0.840 0.773
C -0.442 0.398 0.019
C -0.157 0.290 -1.585
C -0.124 -1.320 -1.919
C 0.419 -1.539 -3.437
C 1.497 -2.749 -3.582
C 0.702 -4.134 -3.298
N 1.410 -5.112 -2.399
C 2.685 -5.640 -2.991
O 3.661 -5.790 -1.903
C 4.002 -4.474 -1.339
N 2.829 -3.822 -0.650
C 1.620 -4.606 -1.017
N 0.697 -4.841 -0.068
Si -0.811 -5.811 -0.237
C -2.267 -4.685 -0.884
C -0.636 -7.457 -1.202
C -1.330 -6.308 1.578
H 0.675 -0.203 4.585
H 1.679 -1.903 4.492
H 0.103 -2.135 2.171
H -0.848 -0.639 0.367
H -1.279 1.173 0.215
H -1.037 0.837 -2.108
H 0.868 0.734 -1.907
H -1.250 -1.650 -1.895
H 0.461 -1.931 -1.119
H -0.515 -1.868 -4.070
H 0.781 -0.542 -3.935
H 1.820 -2.752 -4.710
H 2.466 -2.604 -2.974
H -0.369 -3.944 -2.898
H 0.567 -4.681 -4.328
H 2.455 -6.722 -3.360
H 3.170 -4.965 -3.791
H 4.797 -4.702 -0.508
H 4.537 -3.802 -2.119
H 2.752 -2.813 -0.845
H 0.896 -4.435 0.881
H -2.403 -4.740 -2.030
H -3.278 -4.999 -0.381
H -2.093 -3.576 -0.546
H -0.498 -8.339 -0.442
H 0.250 -7.510 -1.939
H -1.626 -7.618 -1.792
H -1.684 -5.401 2.197
H -2.060 -7.204 1.573
H -0.327 -6.670 2.075
C -4.124 1.246 5.062
C -2.920 1.387 4.505
C -1.708 1.647 5.332
O -0.617 1.752 4.790
C -1.880 1.773 6.784
C -3.085 1.636 7.341
C -4.292 1.349 6.517
O -5.378 1.211 7.060
O -3.257 1.755 8.695
O -2.751 1.296 3.147
H -5.011 1.055 4.473
H -0.995 1.980 7.371
H -4.214 1.614 8.849
H -1.793 1.431 2.995
C 3.793 0.763 -8.631
C 2.790 0.184 -7.967
C 2.457 0.577 -6.569
O 1.519 0.040 -5.995
C 3.284 1.606 -5.927
C 4.290 2.183 -6.590
C 4.605 1.809 -7.997
O 5.520 2.368 -8.581
O 5.069 3.141 -6.000
O 2.027 -0.795 -8.548
H 4.044 0.488 -9.647
H 3.043 1.869 -4.906
H 5.722 3.401 -6.682
H 1.370 -1.050 -7.868
C -5.115 6.084 4.194
C -6.132 6.866 3.825
C -7.526 6.590 4.276
O -8.430 7.336 3.935
C -7.755 5.412 5.121
C -6.739 4.628 5.488
C -5.340 4.920 5.059
O -4.425 4.194 5.426
O -6.945 3.525 6.274
O -5.934 7.953 3.017
H -4.099 6.275 3.876
H -8.774 5.213 5.427
H -6.060 3.125 6.402
H -6.819 8.353 2.896
C 3.089 3.454 -1.179
C 2.745 3.170 0.080
C 3.429 3.819 1.235
O 3.077 3.551 2.374
C 4.517 4.763 0.949
C 4.862 5.044 -0.309
C 4.160 4.416 -1.464
O 4.489 4.709 -2.604
O 5.877 5.921 -0.586
O 1.743 2.267 0.359
H 2.599 2.993 -2.027
H 5.016 5.213 1.797
H 5.932 5.955 -1.564
H 1.685 2.239 1.335
```

## Properties
DFT total energy = -3396.4185 a.u.
Total charge = +1

These are the Löwdin partial charges, in e, on atoms 1 to 4: 0.0335 -0.0710 -0.2756 0.0424

***

Entry from the Open Molecules 2025 dataset: a cluster of 2 separate species, C6H11N3S in total (wB97M-V/def2-TZVPD).

```
21
Properties=species:S:1:pos:R:3
C -1.772 0.969 -2.157
C -2.632 0.823 -0.209
C 3.300 0.831 1.360
C -0.604 -2.377 -0.149
C 2.005 1.255 0.636
C -1.694 -1.484 0.184
N -2.485 1.617 -1.244
N -1.402 -0.246 -1.766
N -1.948 -0.405 -0.532
S 0.560 0.571 1.604
H -1.747 1.268 -3.196
H -3.182 1.180 0.590
H 4.119 1.489 1.054
H 3.271 0.869 2.454
H 3.584 -0.208 1.137
H -0.728 -3.353 0.153
H -0.244 -2.181 -1.259
H 0.264 -2.003 0.353
H 2.015 0.748 -0.438
H 1.778 2.366 0.589
H -2.456 -1.729 0.835
```

## Properties
DFT total energy = -797.5188 a.u.

These are the natural (NBO) partial charges, in e, on atoms 1 to 4: 0.1332 0.1471 -0.6287 -0.6929